Below is C41H51Br2Ge2N4O4PRuS2Se as an isolated structure, with properties calculated with wB97M-V/def2-TZVPD.

Geometry as ORCA input:
```
! RIJCOSX wB97M-V def2-TZVPD def2/J DEFGRID3
* xyz 0 5
Ru -0.001 0.474 -0.551
C -1.477 3.351 -2.468
C 0.005 3.332 -2.667
C 0.601 4.263 -3.547
C 1.944 4.240 -3.760
C 2.742 3.300 -3.072
C 4.149 3.218 -3.162
Br 5.113 4.411 -4.290
C 4.856 2.320 -2.410
C 4.180 1.469 -1.536
Br 5.171 0.309 -0.404
C 2.792 1.471 -1.384
O 2.198 0.740 -0.501
C 2.070 2.410 -2.199
N 0.724 2.442 -2.021
H -1.812 4.355 -2.208
H -1.748 2.665 -1.671
H -1.975 3.047 -3.392
H -0.035 4.972 -4.059
H 2.411 4.927 -4.453
H 5.934 2.279 -2.473
C 2.491 -2.223 -0.611
O 1.164 -2.211 -1.112
P 0.513 -1.090 -2.180
O -0.271 -2.313 -2.872
C -0.841 -2.349 -4.181
O 1.811 -0.758 -3.067
C 2.498 -1.778 -3.794
H 2.608 -3.158 -0.059
H 2.673 -1.385 0.060
H 3.231 -2.192 -1.412
H -1.057 -3.399 -4.374
H -0.145 -1.976 -4.933
H -1.761 -1.773 -4.231
H 3.561 -1.703 -3.570
H 2.347 -1.608 -4.861
H 2.136 -2.772 -3.529
C -1.001 -4.824 -1.202
Ge -1.695 -3.555 0.142
C -3.512 -4.197 0.645
C -0.534 -3.808 1.726
Ge -1.816 -1.171 -0.563
C -3.161 -1.134 -2.033
C -3.741 -2.326 -2.460
C -4.757 -2.334 -3.406
C -5.197 -1.141 -3.959
C -4.607 0.054 -3.568
C -3.603 0.053 -2.611
C -2.893 -0.233 0.857
C -3.256 -0.891 2.031
C -4.093 -0.288 2.959
C -4.543 1.008 2.752
C -4.145 1.699 1.617
C -3.337 1.077 0.676
H -0.822 -5.778 -0.703
H -0.063 -4.454 -1.612
H -1.704 -4.987 -2.019
H -3.463 -5.280 0.768
H -4.256 -3.967 -0.118
H -3.848 -3.760 1.584
H -0.631 -4.830 2.096
H -0.773 -3.115 2.532
H 0.501 -3.637 1.427
H -3.378 -3.266 -2.061
H -5.203 -3.270 -3.716
H -5.993 -1.140 -4.693
H -4.930 0.986 -4.014
H -3.146 0.992 -2.332
H -2.888 -1.893 2.219
H -4.394 -0.830 3.848
H -5.194 1.481 3.477
H -4.468 2.721 1.462
H -3.058 1.622 -0.218
S -0.334 2.889 0.787
C 1.306 3.115 1.117
N 1.976 2.611 2.152
C 3.391 2.962 2.142
C 3.503 3.864 0.898
N 2.125 3.914 0.423
H 1.581 1.936 2.785
H 4.008 2.066 2.054
H 3.663 3.483 3.061
H 4.162 3.429 0.145
H 3.862 4.865 1.139
H 1.857 4.333 -0.449
S -0.105 1.252 -5.844
C -0.346 0.589 -4.427
N -0.573 0.103 -3.369
C 1.866 0.007 7.728
C 1.516 -0.076 6.269
C 0.387 0.542 5.759
C 0.031 0.442 4.414
C -1.250 1.091 3.977
C 0.862 -0.287 3.552
Se 0.480 -0.523 1.661
C 2.024 -0.913 4.046
C 2.934 -1.706 3.147
C 2.325 -0.793 5.390
H 1.146 0.615 8.272
H 2.858 0.441 7.864
H 1.881 -0.990 8.171
H -0.263 1.104 6.420
H -2.096 0.528 4.373
H -1.353 1.116 2.896
H -1.320 2.110 4.361
H 3.199 -1.135 2.255
H 2.434 -2.618 2.814
H 3.848 -1.983 3.669
H 3.217 -1.280 5.771
*
```

## Properties
- E_LUMO (spin up / spin down) (eV) = 0.14 / -1.96
- orbital gap (spin up / spin down) (eV) = 7.546 / 5.545
- calculated total energy (a.u.) = -15048.87047
- strongest force on any atom (hartree/bohr) = 0.0438

Below is C41H53BMnN7PS3 as an isolated structure, with properties calculated with wB97M-V/def2-TZVPD.

Geometry as ORCA input:
```
! RIJCOSX wB97M-V def2-TZVPD def2/J DEFGRID3
* xyz 3 5
Mn 0.374 -0.041 0.334
C -3.904 -1.049 2.703
C -2.694 -1.902 2.509
C -2.329 -2.907 3.358
C -1.160 -3.683 3.123
N -0.459 -3.514 2.036
N -0.837 -2.557 1.169
B -0.165 -2.755 -0.197
N 1.101 -3.551 -0.086
N 0.981 -4.791 -0.581
C 2.009 -5.593 -0.471
C 3.195 -5.147 0.166
C 3.315 -3.877 0.656
C 4.561 -3.384 1.318
C 2.185 -3.035 0.496
S 2.237 -1.387 1.055
C 1.886 -6.997 -1.023
C 1.988 -7.982 0.154
C 0.548 -7.191 -1.735
C 3.036 -7.241 -2.014
N -1.147 -3.031 -1.311
N -2.139 -3.907 -1.268
C -2.860 -3.994 -2.367
C -2.572 -3.176 -3.498
C -1.561 -2.248 -3.503
C -1.218 -1.355 -4.649
C -0.847 -2.206 -2.296
S 0.550 -1.297 -1.775
C -3.987 -5.004 -2.410
C -4.119 -5.734 -1.076
C -5.300 -4.270 -2.727
C -3.670 -6.019 -3.521
C -1.846 -1.692 1.387
S -2.018 -0.345 0.324
C -0.703 -4.745 4.104
C -0.565 -4.108 5.495
C 0.640 -5.334 3.677
C -1.772 -5.851 4.136
H -4.443 -1.341 3.602
H -4.573 -1.151 1.847
H -3.632 0.006 2.775
H -2.928 -3.114 4.236
H 4.028 -5.832 0.261
H 5.313 -4.168 1.345
H 4.354 -3.064 2.340
H 4.972 -2.526 0.784
H 1.169 -7.834 0.861
H 2.933 -7.889 0.691
H 1.926 -9.002 -0.224
H -0.293 -7.028 -1.060
H 0.496 -8.213 -2.109
H 0.447 -6.513 -2.584
H 4.016 -7.154 -1.545
H 2.991 -6.547 -2.855
H 2.957 -8.254 -2.409
H -3.189 -3.293 -4.380
H -1.878 -1.533 -5.494
H -0.189 -1.524 -4.972
H -1.306 -0.308 -4.355
H -4.346 -5.043 -0.262
H -3.207 -6.275 -0.822
H -4.933 -6.454 -1.145
H -5.533 -3.525 -1.964
H -6.114 -4.994 -2.749
H -5.282 -3.777 -3.700
H -2.736 -6.547 -3.320
H -3.600 -5.552 -4.505
H -4.471 -6.757 -3.569
H 0.160 -3.290 5.489
H -0.207 -4.860 6.198
H -1.512 -3.734 5.884
H 1.411 -4.563 3.620
H 0.572 -5.826 2.706
H 0.952 -6.075 4.414
H -2.750 -5.467 4.431
H -1.486 -6.611 4.863
H -1.867 -6.331 3.161
C 0.748 -0.276 3.913
P 0.358 0.966 2.663
C 1.655 2.197 2.639
C 2.987 1.779 2.508
C 4.002 2.718 2.487
C 3.696 4.072 2.589
C 2.378 4.488 2.718
C 1.351 3.558 2.739
C -1.206 1.722 3.073
C -1.830 2.556 2.138
C -3.015 3.190 2.461
C -3.584 2.998 3.717
C -2.970 2.171 4.646
C -1.784 1.525 4.329
H -0.006 -1.063 3.919
H 0.790 0.208 4.891
H 1.721 -0.708 3.695
H 3.239 0.727 2.445
H 5.031 2.397 2.403
H 4.494 4.803 2.583
H 2.147 5.540 2.821
H 0.329 3.891 2.861
H -1.389 2.711 1.160
H -3.496 3.838 1.741
H -4.508 3.500 3.970
H -3.408 2.034 5.626
H -1.315 0.894 5.072
N 1.340 2.879 -1.054
C 1.010 1.885 -0.585
H 1.651 3.738 -1.478
*
```

## Properties
- E_LUMO (spin up / spin down) (eV) = -10.53 / -8.63
- orbital gap (spin up / spin down) (eV) = 5.749 / 7.667
- calculated total energy (a.u.) = -4688.42995
- strongest force on any atom (hartree/bohr) = 0.0068

- The highest calculated total energy belongs to which entry?
  C41H53BMnN7PS3

- Among the records above, which one has the highest calculated total energy?
  C41H53BMnN7PS3

- calculated total energy of number 1 (C41H51Br2Ge2N4O4PRuS2Se)?
  -15048.87047 a.u.